No. 1
ORCA calculation (the ωB97M-V functional and the def2-TZVPD basis) on a structure of composition CHI4P at a distorted geometry.

The gap between HOMO and LUMO (spin up / spin down) is 6.132 / 6.121 eV. Its total charge is 0. As for the spin multiplicity: 1.

Structure (XYZ):
```
7
Properties=species:S:1:pos:R:3:forces:R:3:mulliken_charge:R:1
C -0.658 0.463 -0.154 0.94 1.61 3.69 -0.93
P 0.980 -0.003 0.698 -1.11 -1.44 -0.33 0.19
I -2.339 0.140 1.194 0.64 -0.16 -0.19 0.17
I -0.511 2.621 -0.471 0.26 -0.56 0.06 0.19
I 0.999 -3.340 0.876 -0.19 2.01 -0.13 -0.24
I 2.520 0.041 -1.118 -0.04 0.04 -0.14 0.10
H -0.990 0.079 -1.024 -0.50 -1.49 -2.97 0.52
```
Forces are in eV/Å.

No. 2
ORCA calculation (the ωB97M-V functional and the def2-TZVPD basis) on a cluster of 2 separate species, C3H3BrO2 in total at a distorted geometry.

The gap between HOMO and LUMO (spin up / spin down) is 7.746 / 7.747 eV. Its total charge is 0. As for the spin multiplicity: 1.

Structure (XYZ):
```
9
Properties=species:S:1:pos:R:3:forces:R:3:mulliken_charge:R:1
C 0.583 0.182 1.395 3.03 2.00 -2.99 0.03
C -0.920 0.233 -1.034 -0.93 1.16 -0.16 -0.03
C 0.116 0.066 -0.032 0.25 -2.02 -2.78 0.28
O 0.018 -0.164 2.352 -0.96 -0.47 1.69 -0.36
O 0.487 0.803 -1.113 -1.09 -1.01 2.26 -0.31
Br 0.995 -2.442 -0.142 -0.61 2.08 0.05 -0.31
H 1.615 0.757 1.249 -1.45 -1.04 1.16 0.24
H -1.164 -0.426 -1.901 0.49 0.16 1.31 0.25
H -1.731 0.990 -0.776 1.25 -0.86 -0.53 0.21
```
Forces are in eV/Å.

No. 3
ORCA calculation (the ωB97M-V functional and the def2-TZVPD basis) on an isolated molecule of C20H18N4O2.

The gap between HOMO and LUMO is 8.800 eV. Its total charge is 0. As for the spin multiplicity: 1. The structure (SMILES) is Cc1nn(-c2ccccc2)c(C)c1NC(=O)COc1ccc(C#N)cc1.

Structure (XYZ):
```
44
Properties=species:S:1:pos:R:3:forces:R:3:mulliken_charge:R:1
C -0.707 -3.350 1.562 -0.07 0.11 -0.05 -1.30
C -1.274 -2.263 0.721 0.03 0.45 -0.28 0.36
N -2.542 -1.915 0.774 -0.26 -0.62 0.48 -1.18
N -2.714 -0.932 -0.118 0.78 -0.14 -0.14 0.85
C -1.555 -0.612 -0.759 0.40 -0.09 0.03 0.42
C -0.597 -1.462 -0.229 -0.64 0.20 0.07 0.54
N 0.769 -1.604 -0.533 -0.21 -0.39 0.06 -0.19
C 1.662 -0.616 -0.762 0.46 -0.10 -0.05 0.71
O 1.411 0.567 -0.775 0.04 0.03 0.00 -0.69
C 3.077 -1.164 -1.028 -0.04 0.11 0.01 -0.82
O 4.001 -0.143 -1.291 -0.06 0.07 -0.03 -0.42
C 4.302 0.752 -0.316 0.28 0.32 0.23 0.80
C 3.894 0.665 1.013 -0.06 -0.24 -0.23 0.07
C 4.297 1.621 1.923 0.17 0.18 -0.07 -0.99
C 5.118 2.675 1.526 -0.30 -0.63 -0.55 0.29
C 5.529 2.763 0.193 -0.09 -0.06 0.16 -0.56
C 5.125 1.811 -0.713 -0.16 -0.26 -0.08 -0.63
H 5.428 1.861 -1.746 0.04 0.01 -0.11 0.43
H 6.162 3.581 -0.118 0.03 0.04 -0.02 0.44
C 5.531 3.644 2.464 0.18 0.41 0.41 0.08
N 5.873 4.428 3.229 0.10 0.24 0.22 -0.52
H 3.976 1.555 2.952 -0.02 0.00 0.04 0.43
H 3.249 -0.131 1.349 -0.06 -0.06 0.01 0.37
H 3.402 -1.795 -0.187 -0.05 0.05 -0.10 0.42
H 3.059 -1.772 -1.938 -0.02 0.02 0.18 0.44
H 1.115 -2.549 -0.443 0.11 0.15 -0.12 0.27
C -1.432 0.480 -1.756 0.08 0.11 -0.09 -1.70
H -1.493 0.090 -2.773 -0.07 0.03 -0.08 0.25
H -2.216 1.220 -1.613 -0.01 0.03 -0.06 0.48
H -0.463 0.960 -1.637 -0.11 0.00 -0.03 0.38
C -3.994 -0.374 -0.266 -0.69 0.26 0.01 0.26
C -4.511 -0.057 -1.516 0.15 -0.11 0.11 -0.21
C -5.782 0.482 -1.613 -0.06 0.06 0.01 -0.68
C -6.545 0.689 -0.476 -0.08 0.02 -0.04 -0.39
C -6.038 0.343 0.766 -0.01 0.00 -0.03 -0.60
C -4.767 -0.187 0.875 0.15 0.01 -0.04 -0.37
H -4.357 -0.469 1.832 0.03 -0.01 0.07 0.45
H -6.635 0.490 1.654 -0.04 0.01 0.08 0.37
H -7.536 1.109 -0.560 -0.08 0.03 -0.01 0.38
H -6.181 0.731 -2.585 -0.03 0.01 -0.08 0.36
H -3.938 -0.249 -2.408 0.08 -0.02 -0.07 0.44
H -1.483 -3.734 2.216 0.00 -0.08 0.06 0.36
H 0.117 -2.974 2.169 0.06 -0.04 0.06 0.28
H -0.335 -4.165 0.940 0.04 -0.11 0.04 0.33
```
Forces are in eV/Å.

Energy relative to the best compared isomer or geometry (same formula, charge and spin): 29.4 70.7 54.9 (kcal/mol)